{
  "formula": "C35H43CdClP2Si2",
  "method": "ωB97M-V/def2-TZVPD",
  "mol_weight_g_mol": 729.71,
  "e_lumo_ha": -0.0074,
  "homo_energy_ev": -6.43,
  "charge": 0,
  "total_energy_ha": -3249.04543,
  "de_lowest_kcal_mol": 20.4,
  "elements": ["C", "C", "C", "H", "C", "C", "H", "H", "H", "H", "Cd", "Si", "C", "C", "H", "C", "H", "C", "H", "C", "H", "C", "H", "C", "C", "H", "C", "H", "C", "H", "C", "H", "C", "H", "H", "Si", "C", "C", "H", "C", "H", "C", "H", "C", "H", "C", "H", "C", "C", "H", "C", "H", "C", "H", "C", "H", "C", "H", "H", "Cl", "C", "P", "C", "C", "C", "P", "C", "C", "H", "H", "H", "H", "H", "H", "H", "H", "H", "H", "H", "H", "H", "H", "H", "H"],
  "positions_angstrom": [[-2.381, -0.910, 3.491], [-2.609, -0.401, 2.186], [-2.358, -1.448, 1.258], [-2.920, 0.606, 1.921], [-2.004, -2.611, 1.994], [-2.027, -2.282, 3.369], [-1.850, -2.967, 4.190], [-2.484, -0.344, 4.413], [-2.420, -1.353, 0.172], [-1.734, -3.573, 1.573], [0.586, -0.895, 0.615], [3.141, 3.274, -0.988], [1.325, 3.649, -1.099], [0.854, 4.583, -2.034], [1.548, 5.048, -2.741], [-0.496, 4.947, -2.052], [-0.843, 5.707, -2.758], [-1.401, 4.327, -1.178], [-2.460, 4.606, -1.181], [-0.947, 3.304, -0.342], [-1.647, 2.733, 0.271], [0.409, 2.981, -0.284], [0.747, 2.192, 0.393], [-1.262, -2.702, -1.638], [-2.581, -2.511, -2.073], [-2.859, -1.571, -2.558], [-3.536, -3.526, -1.904], [-4.569, -3.332, -2.199], [-3.170, -4.775, -1.388], [-3.924, -5.553, -1.248], [-1.822, -5.018, -1.096], [-1.488, -6.005, -0.771], [-0.876, -3.994, -1.241], [0.188, -4.195, -1.072], [3.355, 1.884, -1.480], [0.118, -1.366, -1.710], [1.057, -2.190, -3.158], [0.477, -2.062, -4.432], [-0.219, -1.246, -4.652], [0.725, -3.014, -5.428], [0.209, -2.925, -6.387], [1.636, -4.044, -5.178], [1.800, -4.815, -5.931], [2.337, -4.078, -3.967], [3.093, -4.842, -3.790], [2.085, -3.125, -2.972], [2.639, -3.118, -2.032], [-0.183, 0.297, -2.606], [-1.415, 0.956, -2.690], [-2.199, 0.710, -1.968], [-1.608, 1.928, -3.682], [-2.572, 2.430, -3.766], [-0.573, 2.290, -4.543], [-0.757, 3.005, -5.347], [0.699, 1.757, -4.343], [1.523, 2.073, -4.980], [0.902, 0.819, -3.333], [1.906, 0.432, -3.149], [3.849, 4.246, -1.764], [3.730, 3.391, 0.980], [-1.035, 2.630, 3.432], [0.150, 2.016, 4.697], [0.284, 3.470, 5.798], [1.755, 2.081, 3.756], [2.450, 0.725, 3.565], [1.343, -0.685, 3.068], [2.578, -2.043, 3.017], [0.634, -1.089, 4.714], [-0.512, 3.128, 2.605], [-1.713, 3.334, 3.935], [-1.622, 1.789, 3.040], [-0.006, 3.140, 6.806], [1.314, 3.851, 5.812], [-0.411, 4.253, 5.473], [1.541, 2.565, 2.791], [2.418, 2.746, 4.328], [3.219, 0.819, 2.781], [2.940, 0.400, 4.500], [3.000, -2.177, 4.023], [2.063, -2.966, 2.716], [3.369, -1.811, 2.290], [1.449, -1.153, 5.448], [-0.105, -0.341, 5.050], [0.149, -2.069, 4.660]],
  "lowdin_charge": [-0.206, -0.215, -0.254, 0.060, -0.198, -0.210, 0.075, 0.076, 0.034, 0.063, 1.074, 0.272, -0.385, -0.113, 0.100, -0.083, 0.108, -0.078, 0.110, -0.094, 0.102, -0.139, 0.063, -0.341, -0.111, 0.096, -0.078, 0.103, -0.084, 0.102, -0.088, 0.103, -0.126, 0.093, -0.047, 0.546, -0.317, -0.092, 0.107, -0.074, 0.104, -0.093, 0.100, -0.091, 0.098, -0.120, 0.091, -0.351, -0.111, 0.104, -0.091, 0.105, -0.094, 0.105, -0.087, 0.106, -0.148, 0.095, -0.057, 0.275, -0.274, 0.885, -0.297, -0.431, -0.430, 0.743, -0.316, -0.316, 0.021, 0.040, -0.011, 0.027, 0.030, 0.031, 0.027, 0.071, 0.059, 0.087, 0.048, 0.040, 0.038, 0.053, -0.045, 0.026]
}